Molecular formula: C18H24N4O6
Method: DFT, the ωB97M-V functional and the def2-TZVPD basis

Values from the calculation:
LUMO energy: -1.5048 eV
molar mass: 392.41 g mol⁻¹
max |F|: 10.59 eV/A
highest occupied orbital energy: -9.21 eV
gap between HOMO and LUMO: 7.704 eV
energy relative to the best compared isomer or geometry (same formula, charge and spin): 15.6327 eV

Each line ends with the Mulliken charge.
Geometry (Å):
O (-2.1032, -4.6748, -0.5690)  -0.504
N (-1.9362, -5.5658, 0.4050)  0.814
O (-2.0282, -6.7788, 0.2420)  -0.535
C (-1.2212, -5.1998, 1.5130)  -0.003
C (-0.8642, -3.6768, 1.8340)  -0.237
C (0.0178, -3.1868, 2.9230)  -0.494
C (0.6498, -4.2508, 3.8530)  -0.324
C (0.2688, -5.5988, 3.7700)  -0.344
C (-0.6602, -6.0898, 2.6570)  -0.470
H (-1.1992, -2.8878, 1.1510)  0.546
H (0.3878, -2.2438, 2.8520)  0.496
H (1.5858, -4.0458, 4.4880)  0.267
H (0.6318, -6.2368, 4.5580)  0.390
H (-0.6532, -7.1488, 2.5220)  0.407
O (-0.9072, -0.5048, -4.3340)  -0.574
N (0.3038, -0.4838, -4.0400)  1.020
O (1.0358, 0.4022, -4.3390)  -0.591
C (0.8138, -1.4718, -3.1380)  0.157
C (2.1658, -1.1968, -2.4000)  -0.362
C (2.5458, -2.2878, -1.4770)  -0.264
C (1.8818, -3.6178, -1.4240)  -0.505
C (0.6588, -3.9298, -2.1320)  -0.253
C (0.0948, -2.8108, -2.9930)  -0.379
H (2.6928, -0.2218, -2.4270)  0.414
H (3.4958, -2.1598, -0.7470)  0.233
H (2.1208, -4.2588, -0.5680)  0.366
H (0.2098, -4.9188, -1.8010)  0.346
H (-0.7932, -2.7408, -3.6910)  0.365
C (-1.9722, 2.5222, 0.1620)  -1.550
N (-2.0132, 0.9972, 0.0950)  0.264
C (-1.0092, 0.4602, -0.8570)  -0.931
C (-2.7472, 0.3482, 1.0240)  -0.050
O (-2.6382, -0.8618, 1.2700)  -0.548
H (-3.0572, 2.7942, 0.1470)  0.414
H (-1.7142, 2.9752, -0.6330)  0.606
H (-1.5692, 2.9272, 0.9750)  0.421
H (0.0178, 0.4162, -0.3720)  0.333
H (-0.5622, 0.9052, -1.7310)  0.386
H (-1.2262, -0.5768, -1.3130)  0.292
H (-3.5762, 0.8612, 1.3830)  0.369
C (2.4228, 6.6672, 0.6450)  -0.976
N (0.9208, 6.8382, 0.2880)  0.036
C (0.3338, 8.2862, 0.3880)  -0.954
C (0.2468, 5.8322, -0.3250)  -0.009
O (-0.9072, 5.8622, -0.7120)  -0.606
H (2.3168, 5.6822, 1.2190)  0.280
H (2.8838, 7.4222, 1.0940)  0.380
H (2.9858, 6.3662, -0.0880)  0.442
H (1.2628, 8.9172, 0.4210)  0.309
H (-0.4492, 8.5432, 1.0470)  0.295
H (0.1318, 8.7002, -0.5150)  0.414
H (0.7238, 4.9032, -0.2990)  0.398

Cartesian forces, eV/Å:
O -0.1 -3.0 3.8
N 1.1 0.6 -5.1
O -1.1 0.8 -0.1
C 4.4 4.3 8.6
C 1.0 -1.7 1.0
C -1.2 -8.1 -0.9
C -0.5 1.5 -2.1
C -2.5 1.4 -3.0
C 0.9 3.1 -1.4
H -0.2 -0.5 0.1
H 0.7 2.7 0.1
H -1.9 0.2 -0.7
H 0.0 -0.7 -0.4
H -0.6 -0.6 0.0
O 1.4 -0.5 0.1
N -2.9 -0.3 0.7
O 1.4 1.4 -0.8
C 3.0 -4.5 3.2
C -3.2 -3.5 0.7
C 0.5 0.2 -0.7
C -1.7 2.7 -0.4
C 0.9 3.0 0.0
C 2.3 1.8 0.0
H -0.6 -0.9 -0.1
H -2.4 -0.1 -2.0
H 0.4 0.0 -0.7
H 0.0 1.6 -1.2
H 0.8 -1.0 1.3
C -6.5 -5.4 2.1
N 1.7 3.2 -1.9
C 1.9 -3.4 1.3
C 1.7 -3.9 -1.8
O 0.1 1.3 -0.1
H 0.6 0.1 0.6
H 2.8 2.5 -6.0
H 2.0 1.2 3.5
H -1.1 -0.7 0.4
H -1.7 2.0 -0.6
H -0.1 1.4 1.5
H -1.3 1.7 1.1
C -7.1 -4.7 2.2
N 0.7 3.0 0.1
C 4.4 -1.8 0.1
C -1.4 1.6 1.0
O 0.0 0.5 -0.2
H 0.9 1.7 0.2
H 1.1 3.2 2.4
H 2.7 -1.2 -4.9
H -0.7 -0.5 1.5
H -0.5 -0.4 1.2
H -1.8 0.1 -3.4
H 1.6 -1.7 -0.1